No. 1
Formula: CH3PS
Source: the Open Molecules 2025 dataset
Level of theory: wB97M-V/def2-TZVPD

Each line ends with the Löwdin charge.
Positions of all 6 atoms, in Å:
1 C -2.16 -0.15 0.56  -0.647
2 P 1.24 0.41 -0.52  0.570
3 S -3.21 -0.26 -0.50  0.667
4 H 1.98 -0.74 -0.51  -0.232
5 H 2.02 0.94 0.62  -0.162
6 H 0.14 -0.20 0.35  -0.195

Calculated values
maximum force: 2.11 eV/Å
electronic energy: -21206.3509 eV
HOMO-LUMO gap: 9.68 eV
relative energy (zero: lowest compared OMol25 entry of this formula, charge and spin): 2.593 eV
HOMO energy: -9.81 eV



No. 2
Formula: C4H6O4
Source: the Open Molecules 2025 dataset
Level of theory: wB97M-V/def2-TZVPD

Each line ends with the Löwdin charge.
Positions of all 14 atoms, in Å:
1 C -1.77 0.53 0.61  -0.053
2 O -1.46 -0.04 -0.67  -0.054
3 C -0.15 -0.28 -0.85  -0.373
4 O 0.59 0.86 -0.80  -0.015
5 C 1.86 0.43 -0.34  -0.091
6 O 1.51 -0.48 0.81  0.032
7 C 0.41 -1.16 0.37  -0.425
8 O 0.04 -2.12 0.93  0.171
9 H -2.90 0.62 0.61  0.116
10 H -1.41 1.50 0.82  0.071
11 H -1.55 -0.09 1.51  0.106
12 H -0.08 -0.76 -1.80  0.164
13 H 2.38 -0.32 -1.17  0.186
14 H 2.54 1.32 -0.03  0.165

Calculated values
maximum force: 3.39 eV/Å
electronic energy: -12433.4782 eV
HOMO-LUMO gap: 10.96 eV
structure (SMILES): CO[C@H]1OCOC1=O
relative energy (zero: lowest compared OMol25 entry of this formula, charge and spin): 2.694 eV
HOMO energy: -10.19 eV



No. 3
Formula: C4H10NO
Source: the Open Molecules 2025 dataset
Level of theory: wB97M-V/def2-TZVPD

Each line ends with the Löwdin charge.
Positions of all 16 atoms, in Å:
1 C 1.82 0.52 -0.58  -0.202
2 N 1.00 -0.67 -0.63  -0.123
3 C -0.33 -0.32 -0.96  -0.339
4 C -1.24 -0.71 0.16  -0.223
5 C -0.96 0.20 1.32  -0.493
6 O -2.16 0.44 2.05  -0.447
7 H 1.83 1.04 -1.61  0.093
8 H 1.71 1.39 0.11  0.076
9 H 2.82 0.22 -0.29  0.049
10 H 0.97 -0.99 0.37  0.111
11 H -0.35 0.79 -1.14  0.107
12 H -0.68 -0.70 -1.92  0.092
13 H -1.30 -1.75 0.20  0.080
14 H -2.29 -0.48 -0.06  0.104
15 H -0.57 1.06 0.88  0.050
16 H -0.27 -0.03 2.10  0.066

Calculated values
total charge: -1
maximum force: 4.63 eV/Å
electronic energy: -7845.5509 eV
HOMO-LUMO gap: 5.88 eV
structure (SMILES): CNCCC[O-]
relative energy (zero: lowest compared OMol25 entry of this formula, charge and spin): 1.985 eV
HOMO energy: -1.89 eV



No. 4
Formula: C14H33AsN4ScSe
Source: the Open Molecules 2025 dataset
Level of theory: wB97M-V/def2-TZVPD

Each line ends with the Löwdin charge.
Positions of all 54 atoms, in Å:
1 Sc -1.16 -0.27 -0.56  0.830
2 N -2.87 -1.79 -0.78  -0.042
3 C -4.20 -1.30 -0.22  -0.182
4 C -4.67 -0.03 -0.91  -0.162
5 C -3.96 1.24 -0.46  -0.194
6 N -2.61 1.41 -1.12  -0.054
7 H -3.03 -2.08 -1.73  0.114
8 H -2.65 -2.65 -0.30  0.110
9 H -4.07 -1.13 0.84  0.121
10 H -4.93 -2.09 -0.34  0.141
11 H -5.73 0.09 -0.71  0.146
12 H -4.59 -0.13 -2.00  0.132
13 H -3.80 1.23 0.61  0.100
14 H -4.56 2.12 -0.69  0.140
15 H -2.23 2.30 -0.82  0.105
16 H -2.76 1.53 -2.11  0.112
17 C 1.64 -1.53 2.54  0.010
18 N 1.56 -0.13 2.98  -0.107
19 C 2.51 0.51 3.76  0.007
20 C 2.07 1.76 3.99  0.023
21 N 0.84 1.87 3.36  -0.090
22 C 0.00 3.10 3.39  0.028
23 C 0.55 0.72 2.75  -0.624
24 Se -1.13 0.30 1.97  0.767
25 H 2.62 -1.91 2.80  0.115
26 H 1.52 -1.59 1.48  0.044
27 H 0.89 -2.13 3.04  0.109
28 H 3.42 0.01 4.07  0.154
29 H 2.50 2.56 4.56  0.156
30 H 0.65 3.95 3.59  0.111
31 H -0.74 3.03 4.18  0.114
32 H -0.49 3.24 2.44  0.076
33 C 3.83 -0.13 0.16  -0.133
34 C 3.17 0.36 -1.12  -0.371
35 As 1.47 -0.46 -1.52  1.154
36 C 1.10 0.20 -3.32  -0.391
37 C 0.57 1.64 -3.27  -0.147
38 C 1.73 -2.36 -1.72  -0.383
39 C 0.37 -3.05 -1.53  -0.176
40 H 4.79 0.38 0.28  0.099
41 H 4.04 -1.20 0.14  0.078
42 H 3.22 0.10 1.04  0.044
43 H 3.76 0.13 -2.00  0.092
44 H 3.00 1.43 -1.11  0.081
45 H 0.39 -0.47 -3.80  0.076
46 H 2.02 0.14 -3.89  0.090
47 H -0.19 1.79 -2.50  0.018
48 H 0.12 1.92 -4.22  0.096
49 H 1.35 2.36 -3.06  0.087
50 H 2.45 -2.69 -0.98  0.077
51 H 2.14 -2.55 -2.70  0.096
52 H -0.08 -2.79 -0.57  0.026
53 H 0.46 -4.14 -1.53  0.105
54 H -0.32 -2.81 -2.34  0.073

Calculated values
total charge: +3
maximum force: 0.84 eV/Å
electronic energy: -167875.4600 eV
HOMO-LUMO gap: 7.50 eV
relative energy (zero: lowest compared OMol25 entry of this formula, charge and spin): 0.281 eV
HOMO energy: -17.98 eV



No. 5
Formula: C29H28N3O2
Source: the Open Molecules 2025 dataset
Level of theory: wB97M-V/def2-TZVPD

Each line ends with the Löwdin charge.
Positions of all 62 atoms, in Å:
1 C -5.37 1.01 -3.30  -0.044
2 C -3.94 1.14 -2.85  -0.257
3 C -3.54 2.29 -2.18  -0.020
4 C -2.27 2.36 -1.63  -0.007
5 C -1.35 1.28 -1.72  -0.207
6 C -0.04 1.46 -1.11  -0.038
7 C 1.14 1.41 -1.96  -0.219
8 C 2.26 2.24 -1.61  -0.058
9 C 3.53 1.93 -2.11  -0.079
10 C 3.71 0.90 -3.04  -0.054
11 C 2.59 0.25 -3.57  -0.050
12 C 1.30 0.56 -3.10  0.004
13 C -1.74 0.16 -2.49  -0.030
14 C -3.02 0.09 -3.04  -0.014
15 H -5.52 0.16 -3.98  0.082
16 H -6.04 0.88 -2.43  0.097
17 H -5.72 1.90 -3.82  0.089
18 H -4.25 3.12 -2.10  0.128
19 H -1.96 3.28 -1.14  0.119
20 H -0.01 2.34 -0.41  0.141
21 H 2.11 3.06 -0.90  0.134
22 H 4.38 2.50 -1.76  0.119
23 H 4.71 0.62 -3.40  0.120
24 H 2.70 -0.48 -4.37  0.115
25 H 0.41 0.16 -3.62  0.106
26 H -1.04 -0.65 -2.68  0.086
27 H -3.33 -0.79 -3.62  0.126
28 C -0.04 1.39 2.97  0.011
29 N -0.61 0.37 2.11  -0.015
30 C 0.15 -0.16 1.00  -0.190
31 H 0.13 0.57 0.07  0.106
32 C 1.60 -0.44 1.34  -0.148
33 C 1.92 -1.32 2.40  0.006
34 C 3.25 -1.56 2.70  0.038
35 C 4.26 -0.94 1.95  -0.135
36 N 5.64 -1.17 2.24  -0.306
37 O 6.51 -0.61 1.53  0.070
38 O 5.94 -1.93 3.20  0.078
39 C 3.95 -0.07 0.90  0.051
40 C 2.61 0.18 0.62  0.012
41 N -0.60 -1.34 0.67  -0.018
42 C -0.07 -2.31 -0.26  0.019
43 C -1.62 -1.56 1.57  -0.155
44 C -1.62 -0.49 2.48  -0.155
45 C -2.40 -0.54 3.64  -0.001
46 C -3.13 -1.71 3.91  -0.064
47 C -3.14 -2.78 2.99  -0.064
48 C -2.41 -2.69 1.80  -0.001
49 H -0.72 1.58 3.82  0.093
50 H 0.94 1.10 3.38  0.104
51 H 0.07 2.31 2.38  0.099
52 H 1.14 -1.80 2.98  0.138
53 H 3.55 -2.22 3.52  0.130
54 H 4.74 0.39 0.33  0.122
55 H 2.34 0.86 -0.16  0.063
56 H -0.73 -3.18 -0.34  0.098
57 H 0.01 -1.80 -1.23  0.081
58 H 0.93 -2.67 0.04  0.107
59 H -2.44 0.33 4.29  0.108
60 H -3.69 -1.81 4.84  0.114
61 H -3.70 -3.68 3.24  0.113
62 H -2.44 -3.46 1.03  0.107

Calculated values
total charge: +1
maximum force: 4.45 eV/Å
electronic energy: -39081.5974 eV
HOMO-LUMO gap: 5.28 eV
relative energy (zero: lowest compared OMol25 entry of this formula, charge and spin): 3.497 eV
HOMO energy: -10.44 eV



No. 6
Formula: C2H5BrS
Source: the Open Molecules 2025 dataset
Level of theory: wB97M-V/def2-TZVPD

Each line ends with the Löwdin charge.
Positions of all 9 atoms, in Å:
1 C -0.17 0.57 -0.13  -0.239
2 C 0.93 -0.31 -0.53  -1.101
3 S 0.64 -2.20 0.02  0.590
4 Br 2.61 0.25 0.07  0.670
5 H -1.12 0.09 -0.19  0.052
6 H -0.09 1.03 0.89  0.096
7 H -0.23 1.39 -0.84  0.081
8 H 1.08 -0.65 -1.58  0.026
9 H -0.54 -1.86 0.56  -0.175

Calculated values
maximum force: 4.11 eV/Å
electronic energy: -83032.0946 eV
HOMO-LUMO gap: 10.14 eV
structure (SMILES): C[C@H](S)Br
relative energy (zero: lowest compared OMol25 entry of this formula, charge and spin): 0.316 eV
HOMO energy: -9.28 eV



No. 7
Formula: C14H36ClEuIOP3
Source: the Open Molecules 2025 dataset
Level of theory: wB97M-V/def2-TZVPD

Each line ends with the Löwdin charge.
Positions of all 57 atoms, in Å:
1 C 0.02 1.19 -3.23  0.043
2 C 0.19 1.85 -1.98  -0.007
3 H -0.01 1.93 -4.08  0.171
4 H -0.92 0.58 -3.20  0.113
5 H 0.84 0.45 -3.36  0.119
6 O 0.39 2.68 -1.19  0.306
7 I 0.09 -1.89 3.48  -0.069
8 Eu -0.10 -0.73 0.68  0.900
9 P 2.77 -0.08 -0.04  0.664
10 C 3.78 0.83 1.17  -0.283
11 C 3.40 -1.81 0.24  -0.275
12 H 4.47 -1.86 -0.04  0.068
13 H 4.70 0.23 -1.47  0.066
14 H 2.81 -2.51 -0.37  0.024
15 H 3.29 -0.34 -2.39  0.047
16 H 3.50 0.53 2.20  0.047
17 H 3.27 -2.07 1.31  0.043
18 C 3.62 0.33 -1.59  -0.282
19 H 4.85 0.65 1.01  0.070
20 H 3.38 1.35 -1.87  0.035
21 H 3.57 1.91 1.06  0.041
22 P -2.82 -0.01 -0.04  0.647
23 C -3.82 0.90 1.19  -0.273
24 C -3.64 0.38 -1.60  -0.282
25 H -2.82 -2.44 -0.36  0.022
26 H -4.49 -1.81 -0.03  0.070
27 H -3.29 -2.01 1.32  0.048
28 C -3.42 -1.74 0.26  -0.279
29 H -3.29 -0.30 -2.38  0.047
30 H -4.73 0.30 -1.49  0.066
31 H -4.89 0.74 0.99  0.070
32 H -3.59 1.98 1.11  0.041
33 H -3.38 1.41 -1.88  0.039
34 H -3.58 0.57 2.21  0.043
35 Cl -0.02 -1.95 -1.55  -0.182
36 C -1.74 1.11 4.86  -0.186
37 C -1.67 2.27 3.88  -0.410
38 P -0.38 2.02 2.55  0.862
39 C -0.47 3.62 1.63  -0.451
40 C -0.75 4.90 2.41  -0.129
41 C 1.21 2.22 3.49  -0.419
42 C 1.22 3.14 4.73  -0.121
43 H -1.95 0.16 4.35  -0.008
44 H -2.55 1.30 5.57  0.089
45 H -0.82 0.98 5.43  0.066
46 H -2.62 2.38 3.35  0.063
47 H -1.46 3.21 4.40  0.077
48 H 0.47 3.72 1.08  0.054
49 H -1.26 3.49 0.88  0.050
50 H 0.06 5.19 3.10  0.066
51 H -0.86 5.73 1.69  0.085
52 H -1.69 4.86 2.98  0.076
53 H 1.51 1.19 3.78  0.040
54 H 1.97 2.57 2.75  0.061
55 H 0.45 2.86 5.46  0.068
56 H 2.20 3.02 5.21  0.088
57 H 1.10 4.19 4.47  0.062

Calculated values
total charge: +2
maximum force: 5.93 eV/Å
electronic energy: -84954.4121 eV
HOMO-LUMO gap (alpha / beta): 4.92 / 4.96 eV
2S+1: 7
HOMO energy (alpha / beta): -14.04 / -14.07 eV



No. 8
Formula: C4H13N2O
Source: the Open Molecules 2025 dataset
Level of theory: wB97M-V/def2-TZVPD

Each line ends with the Löwdin charge.
Positions of all 20 atoms, in Å:
1 C -0.24 -0.17 1.89  -0.194
2 C -0.55 0.97 0.84  -0.165
3 C -1.55 0.49 -0.25  -0.146
4 C -0.59 -0.45 -2.27  0.146
5 N -0.82 -0.49 -1.02  0.001
6 N 0.53 -1.22 1.16  -0.005
7 H -1.09 -0.42 2.50  0.113
8 H 0.59 0.28 2.51  0.128
9 H -0.93 1.88 1.42  0.139
10 H 0.31 1.44 0.35  0.099
11 H -2.42 -0.08 0.18  0.152
12 H -1.85 1.38 -0.85  0.139
13 H -0.79 0.35 -3.03  0.137
14 H 0.13 -1.22 -2.66  0.133
15 H 1.44 -1.19 1.52  0.062
16 H 0.18 -2.14 1.54  0.130
17 H -0.14 -0.91 -0.33  0.090
18 H 2.82 0.20 -1.90  0.052
19 H 2.67 0.98 -0.51  0.037
20 O 2.30 0.33 -1.10  -0.049

Calculated values
total charge: +1
maximum force: 4.68 eV/Å
electronic energy: -9378.7872 eV
HOMO-LUMO gap: 9.88 eV
relative energy (zero: lowest compared OMol25 entry of this formula, charge and spin): 2.797 eV
HOMO energy: -14.15 eV